(1)
Entry from OMol25: a molecular structure, C7H31O8 in a non-equilibrium geometry (ωB97M-V with the def2-TZVPD basis set).

As for the multiplicity: 1. The energy relative to the best compared isomer or geometry (same formula, charge and spin) is 1228.15 kJ/mol. The net charge is +1. The calculation puts the maximum force at 0.17011 hartree/bohr.

The geometry in XYZ format:
```
46
C7H31O8 ωB97M-V with the def2-TZVPD basis set
O 3.83 33.78 11.54
H 4.40 33.87 12.32
H 4.39 33.47 10.81
H 3.07 33.23 11.87
C 2.62 35.05 14.46
O 3.23 33.79 14.25
H 3.16 35.42 15.29
H 1.59 35.07 14.54
H 2.81 35.81 13.67
H 2.88 33.23 14.99
C 5.73 32.37 9.20
O 5.28 33.72 9.24
H 5.04 31.53 9.60
H 6.77 32.29 9.59
H 5.78 32.17 8.10
H 5.25 33.87 8.26
C 7.22 34.41 12.91
O 5.91 34.78 13.06
H 7.72 35.21 12.36
H 7.60 33.52 12.35
H 7.53 34.76 13.89
H 5.92 35.33 13.90
C 1.22 33.52 13.62
O 1.23 34.74 12.79
H 2.34 33.22 13.90
H 0.53 33.48 14.44
H 0.92 32.55 13.03
H 0.60 35.42 13.20
C 1.34 31.43 12.24
O 2.22 31.58 11.21
H 1.67 31.74 13.16
H 1.02 30.35 12.24
H 0.46 32.06 11.92
H 2.00 31.01 10.45
C 5.35 31.08 13.47
O 5.28 31.30 12.00
H 4.37 31.18 14.12
H 6.25 31.74 14.04
H 5.61 30.03 13.66
H 5.44 30.39 11.42
C 0.21 33.94 10.09
O 0.56 34.86 11.15
H -0.11 34.44 9.33
H -0.84 33.78 10.37
H 1.01 33.38 9.72
H -0.34 35.28 11.68
```

(2)
Entry from OMol25: a gas-phase ion, C22H42NO3 (charge +1) in a non-equilibrium geometry (ωB97M-V with the def2-TZVPD basis set).

As for the multiplicity: 1. The energy relative to the best compared isomer or geometry (same formula, charge and spin) is 6.66 kJ/mol. The net charge is +1. The calculation puts the maximum force at 0.02267 hartree/bohr.

The geometry in XYZ format:
```
68
C22H42NO3 ωB97M-V with the def2-TZVPD basis set
C 4.23 1.97 0.57
C 3.63 0.69 1.13
C 3.05 0.84 2.53
C 1.83 1.77 2.58
C 1.27 1.98 3.99
C 0.73 0.71 4.65
O -0.36 0.18 3.88
C -0.22 -0.99 3.31
O 0.73 -1.72 3.37
C -1.51 -1.32 2.53
N -1.44 -2.55 1.71
C -1.31 -3.73 2.60
C -2.70 -2.67 0.95
C -0.28 -2.53 0.77
C 0.02 -1.17 0.14
O -1.16 -0.60 -0.36
C -1.13 0.50 -1.28
C 0.18 1.30 -1.44
C 0.41 1.29 -2.96
C 0.85 -0.13 -3.34
C -0.46 -0.95 -3.19
C -1.49 0.11 -2.74
C -2.93 -0.33 -2.90
C -1.02 1.37 -3.51
C -1.10 1.23 -5.04
C -1.76 2.66 -3.17
H 4.72 1.77 -0.38
H 3.46 2.72 0.39
H 4.96 2.39 1.25
H 2.86 0.31 0.45
H 4.42 -0.07 1.17
H 3.82 1.24 3.20
H 2.77 -0.15 2.90
H 2.11 2.74 2.19
H 1.04 1.37 1.93
H 0.47 2.72 3.95
H 2.06 2.37 4.64
H 1.51 -0.05 4.74
H 0.32 0.95 5.63
H -1.74 -0.48 1.87
H -2.32 -1.41 3.25
H -1.22 -4.64 1.99
H -2.19 -3.82 3.23
H -0.42 -3.63 3.22
H -3.55 -2.61 1.62
H -2.75 -1.87 0.22
H -2.72 -3.63 0.43
H -0.50 -3.26 -0.02
H 0.62 -2.84 1.31
H 0.77 -1.35 -0.65
H 0.49 -0.51 0.89
H -1.92 1.15 -0.89
H 0.08 2.31 -1.05
H 1.03 0.84 -0.92
H 1.10 2.06 -3.29
H 1.22 -0.16 -4.36
H 1.65 -0.49 -2.69
H -0.76 -1.40 -4.13
H -0.37 -1.76 -2.46
H -3.11 -1.24 -2.34
H -3.14 -0.54 -3.95
H -3.61 0.44 -2.56
H -2.14 1.29 -5.36
H -0.68 0.31 -5.41
H -0.56 2.06 -5.50
H -2.79 2.60 -3.50
H -1.76 2.90 -2.11
H -1.29 3.49 -3.69
```

(3)
Entry from OMol25: a molecular structure, C31H37As2ClO11SW (ωB97M-V with the def2-TZVPD basis set).

As for the multiplicity: 3. The net charge is -2. The calculation puts the maximum force at 0.01106 hartree/bohr. Its expectation value of S² is 2.039. The value obtained for the total energy is -7428.19962 hartree.

The geometry in XYZ format:
```
84
C31H37As2ClO11SW ωB97M-V with the def2-TZVPD basis set
W -0.39 1.65 -1.04
C 0.82 3.25 0.22
C -0.19 4.11 -0.31
C -1.42 3.72 0.26
C -1.19 2.68 1.18
C 0.20 2.40 1.19
C 0.97 1.69 2.26
C -2.23 2.04 2.05
C -2.75 4.30 -0.10
C 0.00 5.29 -1.20
C 2.30 3.36 0.01
H 1.50 2.43 2.86
H 1.71 1.00 1.85
H 0.31 1.10 2.90
H -2.56 2.74 2.83
H -1.85 1.14 2.52
H -3.11 1.75 1.47
H -2.99 5.17 0.53
H -3.54 3.56 0.04
H -2.78 4.62 -1.14
H -0.19 6.21 -0.64
H -0.69 5.27 -2.05
H 1.01 5.33 -1.60
H 2.78 2.39 0.08
H 2.76 4.01 0.77
H 2.53 3.78 -0.97
Cl -4.46 4.27 -6.72
C -3.76 3.57 -5.26
C -4.60 2.91 -4.36
C -4.01 2.37 -3.21
C -2.65 2.46 -2.95
O -2.20 1.88 -1.84
C -1.80 3.15 -3.88
C -0.42 3.33 -3.67
O 0.27 2.99 -2.64
C -2.41 3.69 -5.05
H -5.66 2.83 -4.55
H -4.61 1.83 -2.49
H 0.12 3.86 -4.46
H -1.79 4.21 -5.77
S -1.54 -0.31 0.00
O 0.47 0.54 -2.03
C -0.87 -2.55 -3.44
O -0.25 -2.20 -2.22
C -0.94 -2.54 -1.11
O -1.86 -3.31 -1.15
C -0.44 -1.82 0.13
C -0.74 -2.64 1.36
As 0.11 -4.33 1.57
C 0.35 -5.08 -0.24
C 2.00 -3.67 1.74
C 2.38 -2.44 1.37
As 1.45 -1.14 0.16
C 2.43 -1.87 -1.38
C 3.66 -1.80 1.81
O 4.61 -1.61 1.10
O 3.69 -1.27 3.06
C 2.49 -1.21 3.86
C 2.89 -4.53 2.56
O 2.54 -5.35 3.38
O 4.20 -4.32 2.30
C 5.11 -5.03 3.13
C -0.90 -2.01 2.61
O -0.60 -0.86 2.93
O -1.38 -2.79 3.67
C -2.42 -3.70 3.39
H -0.23 -2.14 -4.22
H -1.86 -2.11 -3.50
H -0.95 -3.63 -3.55
H -0.61 -5.43 -0.61
H 1.04 -5.92 -0.13
H 0.77 -4.37 -0.96
H 2.22 -2.92 -1.56
H 3.49 -1.74 -1.15
H 2.14 -1.27 -2.25
H 2.73 -0.51 4.66
H 2.26 -2.19 4.28
H 1.63 -0.84 3.30
H 6.10 -4.72 2.81
H 4.98 -6.10 3.02
H 4.95 -4.77 4.18
H -3.06 -3.74 4.28
H -2.04 -4.71 3.19
H -3.01 -3.38 2.53
```

(4)
Entry from OMol25: a gas-phase ion, C4H10NO (charge +1) in a non-equilibrium geometry (ωB97M-V with the def2-TZVPD basis set).

As for the multiplicity: 1. The energy relative to the best compared isomer or geometry (same formula, charge and spin) is 211.97 kJ/mol. The net charge is +1. The calculation puts the maximum force at 0.10023 hartree/bohr.

The geometry in XYZ format:
```
16
C4H10NO ωB97M-V with the def2-TZVPD basis set
C -2.02 0.15 0.05
N -0.62 -0.47 0.22
C 0.58 0.25 -0.43
C 1.60 -0.88 -0.45
C 0.83 1.32 0.65
O -0.03 1.74 1.42
H -2.29 0.83 0.83
H -2.75 -0.74 0.18
H -2.16 0.60 -1.00
H -0.74 -1.34 -0.24
H -0.56 -0.55 1.21
H 0.47 0.60 -1.43
H 1.65 -1.18 -1.48
H 1.62 -1.82 0.27
H 2.60 -0.24 -0.31
H 1.80 1.74 0.53
```

(5)
Entry from OMol25: a molecular structure, C49H38F3N5OP2S3Ti in a non-equilibrium geometry (ωB97M-V with the def2-TZVPD basis set).

As for the multiplicity: 2. The energy relative to the best compared isomer or geometry (same formula, charge and spin) is 253.11 kJ/mol. The net charge is +1. The calculation puts the maximum force at 0.02964 hartree/bohr. Its expectation value of S² is 0.758.

The geometry in XYZ format:
```
102
C49H38F3N5OP2S3Ti ωB97M-V with the def2-TZVPD basis set
Ti -0.38 0.01 -0.22
O 3.00 1.35 0.25
S 2.24 0.39 -0.56
C 2.44 0.90 -2.26
C 3.35 1.90 -2.52
C 3.55 2.30 -3.84
C 2.85 1.68 -4.87
C 1.92 0.69 -4.59
C 1.69 0.29 -3.27
P 0.41 -0.90 -2.81
C -0.79 -0.82 -4.19
C -1.26 0.41 -4.65
C -2.23 0.46 -5.64
C -2.75 -0.72 -6.17
C -2.27 -1.94 -5.72
C -1.30 -1.99 -4.74
C 1.15 -2.54 -3.02
C 2.33 -2.73 -3.74
C 2.82 -4.01 -3.95
C 2.13 -5.11 -3.47
C 0.95 -4.93 -2.75
C 0.47 -3.65 -2.52
C 3.05 -1.18 -0.56
C 4.30 -1.20 -1.18
C 4.99 -2.39 -1.28
C 4.39 -3.53 -0.78
C 3.16 -3.48 -0.15
C 2.44 -2.28 0.04
P 0.49 -2.32 0.89
C -1.11 -2.56 1.96
C -2.24 -2.94 1.24
C -3.44 -3.26 1.87
C -3.52 -3.21 3.25
C -2.39 -2.89 3.99
C -1.20 -2.58 3.35
C 0.74 -4.10 1.28
C 0.07 -5.12 0.61
C 0.21 -6.43 1.03
C 0.99 -6.74 2.13
C 1.63 -5.73 2.82
C 1.51 -4.41 2.40
H 3.89 2.36 -1.70
H 4.26 3.08 -4.06
H 3.02 1.98 -5.89
H 1.36 0.24 -5.39
H -0.86 1.33 -4.26
H -2.58 1.42 -5.99
H -3.51 -0.67 -6.94
H -2.65 -2.86 -6.15
H -0.93 -2.96 -4.42
H 2.88 -1.88 -4.12
H 3.74 -4.15 -4.50
H 2.51 -6.11 -3.64
H 0.42 -5.78 -2.36
H -0.44 -3.51 -1.95
H 4.72 -0.29 -1.58
H 5.96 -2.43 -1.75
H 4.88 -4.49 -0.88
H 2.76 -4.41 0.21
H -2.19 -3.01 0.16
H -4.29 -3.55 1.28
H -4.45 -3.45 3.75
H -2.43 -2.89 5.07
H -0.33 -2.39 3.96
H -0.58 -4.90 -0.22
H -0.31 -7.22 0.49
H 1.09 -7.77 2.45
H 2.24 -5.95 3.69
H 2.03 -3.64 2.94
N 0.77 0.41 4.41
C 0.28 0.05 3.20
S 1.45 -0.91 2.29
N -0.88 0.55 2.89
N -1.34 0.25 1.64
C -2.60 0.46 1.47
C -3.23 -0.03 0.24
C -4.60 0.00 0.07
C -5.15 -0.63 -1.04
C -4.30 -1.28 -1.91
C -2.93 -1.26 -1.68
N -2.40 -0.64 -0.64
H 1.57 -0.06 4.80
H 0.22 1.01 5.00
H -3.20 0.86 2.28
H -5.22 0.50 0.80
H -6.22 -0.62 -1.19
H -4.67 -1.81 -2.78
H -2.26 -1.76 -2.35
F -1.69 4.60 -2.36
C -1.28 5.18 -1.23
F -2.37 5.70 -0.62
F -0.50 6.23 -1.58
C -0.53 4.26 -0.30
C 0.11 4.85 0.79
C 0.81 4.07 1.69
C 0.84 2.70 1.48
N 0.21 2.13 0.46
C -0.46 2.88 -0.44
S -1.16 1.87 -1.68
H 0.06 5.92 0.91
H 1.34 4.50 2.52
H 1.40 2.04 2.12
```

(6)
Entry from OMol25: a molecular structure, C43H55BCaN5O2P2 in a non-equilibrium geometry (ωB97M-V with the def2-TZVPD basis set).

As for the multiplicity: 1. The net charge is -1. The calculation puts the maximum force at 0.02004 hartree/bohr. The value obtained for the total energy is -3481.04444 hartree.

The geometry in XYZ format:
```
109
C43H55BCaN5O2P2 ωB97M-V with the def2-TZVPD basis set
Ca -0.38 -0.22 -0.56
C 4.30 0.22 0.98
C 3.17 -0.60 1.61
C 3.60 -1.18 2.96
P 1.57 0.33 1.52
C 1.74 1.94 2.43
C 2.10 3.06 1.46
C 2.63 2.01 3.67
C 0.38 -0.64 2.55
C 0.18 -0.52 3.86
C -0.77 -1.38 4.61
C -0.86 -1.17 6.10
C -1.47 -2.33 3.98
C -1.46 -2.50 2.50
C -0.46 -1.60 1.71
N 0.27 -2.06 0.56
C 1.12 -3.11 0.55
C 1.44 -3.92 1.66
C 2.35 -4.96 1.53
C 2.99 -5.25 0.33
C 3.96 -6.39 0.21
C 2.68 -4.44 -0.76
C 1.78 -3.39 -0.69
P 1.34 -2.21 -2.04
C 0.13 -3.14 -3.12
C -1.28 -2.66 -2.78
C 0.21 -4.67 -3.05
C 2.82 -1.99 -3.12
C 3.98 -1.43 -2.28
C 3.29 -3.14 -4.01
H 5.11 -0.45 0.66
H 4.72 0.94 1.68
H 3.98 0.77 0.09
H 2.97 -1.44 0.94
H 3.94 -0.40 3.64
H 4.42 -1.88 2.80
H 2.79 -1.73 3.44
H 0.70 2.11 2.75
H 3.13 2.97 1.11
H 2.02 4.03 1.96
H 1.46 3.08 0.58
H 3.69 1.98 3.39
H 2.46 1.20 4.38
H 2.46 2.95 4.19
H 0.74 0.19 4.44
H -0.63 -0.13 6.37
H -0.16 -1.80 6.64
H -1.86 -1.39 6.47
H -2.13 -2.96 4.56
H -1.50 -3.55 2.19
H 0.97 -3.72 2.62
H 2.57 -5.57 2.41
H 4.09 -6.90 1.17
H 4.95 -6.05 -0.12
H 3.63 -7.15 -0.51
H 3.16 -4.66 -1.71
H 0.37 -2.82 -4.14
H -1.54 -2.91 -1.74
H -2.03 -3.14 -3.42
H -1.38 -1.58 -2.92
H -0.02 -5.02 -2.04
H 1.20 -5.05 -3.30
H -0.52 -5.11 -3.74
H 2.48 -1.18 -3.77
H 4.36 -2.19 -1.60
H 3.66 -0.58 -1.69
H 4.79 -1.11 -2.93
H 3.80 -3.92 -3.45
H 4.00 -2.76 -4.75
H 2.47 -3.60 -4.56
C -6.98 2.69 -2.49
O -6.87 3.97 -1.88
C -5.70 4.64 -2.06
C -5.56 5.82 -1.33
C -4.39 6.55 -1.42
C -3.33 6.10 -2.20
C -3.50 4.96 -2.97
C -4.67 4.22 -2.90
N -2.16 6.96 -2.23
N -0.99 6.52 -2.19
C -0.67 5.12 -2.01
C 0.28 4.64 -2.88
C 0.61 3.28 -2.97
C -0.01 2.33 -2.16
O 0.18 1.06 -2.26
C -0.89 2.87 -1.11
N -1.36 1.97 -0.20
C -2.16 2.37 0.76
C -2.50 3.72 0.93
C -2.02 4.64 0.05
C -1.21 4.24 -1.04
H -7.95 2.30 -2.19
H -6.19 2.02 -2.13
H -6.93 2.76 -3.58
H -6.38 6.14 -0.69
H -4.27 7.47 -0.86
H -2.69 4.61 -3.61
H -4.76 3.32 -3.49
H 0.74 5.36 -3.55
H 1.33 2.93 -3.70
H -2.52 1.59 1.43
H -3.13 4.01 1.76
H -2.25 5.69 0.19
B -4.11 -1.61 1.88
C -2.52 -1.61 1.83
N -1.67 -0.86 1.19
H -4.50 -2.02 2.97
H -4.53 -0.48 1.62
H -4.46 -2.40 1.00
```

Q: Which of these has the highest multiplicity?
A: C31H37As2ClO11SW

Q: maximum force of number 2 (C22H42NO3)?
A: 0.02267 hartree/bohr

Q: multiplicity of number 5 (C49H38F3N5OP2S3Ti)?
A: 2